# 1
{
  "formula": "C53H65IrN6O2P3S",
  "method": "the ωB97M-V functional and the def2-TZVPD basis",
  "multiplicity": 1,
  "charge": 3,
  "elements": ["Ir", "O", "S", "C", "C", "C", "C", "C", "C", "P", "C", "C", "C", "C", "C", "C", "C", "C", "C", "C", "C", "C", "C", "C", "C", "C", "C", "C", "P", "C", "C", "C", "C", "C", "C", "C", "C", "C", "C", "C", "C", "H", "H", "H", "H", "H", "H", "H", "H", "H", "H", "H", "H", "H", "H", "H", "H", "H", "H", "H", "H", "H", "H", "H", "H", "H", "H", "H", "H", "O", "P", "N", "C", "C", "C", "C", "N", "C", "C", "C", "C", "N", "C", "C", "C", "C", "H", "H", "H", "H", "H", "H", "H", "H", "H", "H", "H", "H", "H", "H", "H", "H", "H", "H", "H", "H", "H", "H", "H", "H", "C", "N", "C", "C", "N", "N", "C", "C", "H", "H", "H", "H", "H", "H", "H", "H", "H", "H", "H", "H", "H"],
  "xyz": [[-0.109, 1.053, 0.165], [0.041, 4.119, 1.140], [-0.860, 3.117, 0.601], [-2.288, 2.930, 1.635], [-2.752, 4.010, 2.370], [-3.922, 3.851, 3.097], [-4.601, 2.635, 3.075], [-4.102, 1.557, 2.358], [-2.920, 1.696, 1.636], [-2.102, 0.282, 0.831], [-3.265, -0.294, -0.406], [-4.209, 0.610, -0.908], [-5.130, 0.191, -1.855], [-5.111, -1.123, -2.308], [-4.164, -2.017, -1.824], [-3.241, -1.605, -0.875], [-1.972, -0.930, 2.152], [-3.074, -1.742, 2.430], [-3.075, -2.546, 3.559], [-1.985, -2.533, 4.421], [-0.884, -1.737, 4.137], [-0.868, -0.942, 3.000], [-1.615, 3.774, -0.871], [-2.258, 5.002, -0.829], [-2.774, 5.517, -2.010], [-2.637, 4.819, -3.204], [-1.975, 3.600, -3.236], [-1.452, 3.076, -2.057], [-0.468, 1.571, -2.004], [-0.781, 0.739, -3.552], [0.050, 1.042, -4.638], [-0.288, 0.589, -5.903], [-1.444, -0.160, -6.087], [-2.267, -0.459, -5.008], [-1.942, -0.007, -3.739], [1.259, 2.090, -1.911], [1.611, 3.429, -1.665], [2.943, 3.786, -1.576], [3.933, 2.820, -1.737], [3.595, 1.494, -1.971], [2.263, 1.121, -2.047], [-2.200, 4.941, 2.397], [-4.305, 4.674, 3.685], [-5.516, 2.522, 3.641], [-4.623, 0.609, 2.386], [-4.244, 1.631, -0.549], [-5.871, 0.885, -2.230], [-5.842, -1.452, -3.035], [-4.154, -3.040, -2.175], [-2.513, -2.307, -0.491], [-3.931, -1.760, 1.769], [-3.928, -3.178, 3.769], [-1.990, -3.154, 5.307], [-0.019, -1.758, 4.787], [0.017, -0.361, 2.774], [-2.361, 5.555, 0.093], [-3.288, 6.469, -1.997], [-3.041, 5.233, -4.118], [-1.866, 3.064, -4.169], [0.945, 1.636, -4.504], [0.348, 0.824, -6.746], [-1.705, -0.511, -7.076], [-3.166, -1.041, -5.157], [-2.594, -0.227, -2.907], [0.850, 4.192, -1.568], [3.213, 4.819, -1.404], [4.975, 3.109, -1.692], [4.368, 0.750, -2.103], [1.999, 0.087, -2.229], [0.463, -1.032, -0.154], [1.288, -2.299, -0.430], [0.890, -3.487, 0.629], [-0.376, -3.745, 1.339], [-0.259, -5.185, 1.847], [0.713, -5.840, 0.876], [1.715, -4.728, 0.617], [1.178, -3.051, -1.887], [0.044, -3.928, -2.233], [-0.636, -3.215, -3.395], [0.519, -2.522, -4.140], [1.720, -2.609, -3.182], [2.881, -1.921, -0.375], [3.401, -0.989, 0.631], [4.935, -1.040, 0.470], [5.186, -1.910, -0.766], [3.976, -2.827, -0.789], [-1.229, -3.647, 0.663], [-0.507, -3.057, 2.160], [-1.229, -5.678, 1.883], [0.153, -5.191, 2.858], [0.205, -6.114, -0.051], [1.186, -6.735, 1.274], [2.232, -4.844, -0.333], [2.459, -4.683, 1.417], [-0.595, -4.119, -1.376], [0.452, -4.888, -2.566], [-1.337, -2.474, -3.008], [-1.194, -3.903, -4.028], [0.274, -1.489, -4.366], [0.750, -3.014, -5.084], [2.298, -1.691, -3.083], [2.409, -3.385, -3.527], [3.103, -1.282, 1.644], [2.989, 0.001, 0.441], [5.388, -1.499, 1.349], [5.372, -0.047, 0.370], [6.119, -2.465, -0.699], [5.222, -1.318, -1.681], [4.110, -3.637, -0.068], [3.776, -3.264, -1.763], [1.537, 1.041, 5.303], [1.030, 1.567, 4.036], [-0.331, 2.073, 4.034], [1.842, 1.740, 2.964], [1.414, 1.612, 1.715], [3.127, 2.077, 3.235], [4.175, 1.983, 2.235], [3.444, 3.026, 4.309], [0.811, 0.329, 5.694], [1.685, 1.819, 6.054], [2.480, 0.525, 5.140], [-0.734, 1.968, 5.039], [-0.983, 1.515, 3.367], [-0.349, 3.130, 3.765], [2.122, 2.005, 1.100], [4.026, 1.111, 1.609], [5.132, 1.874, 2.742], [4.224, 2.883, 1.610], [2.540, 3.368, 4.801], [3.936, 3.895, 3.870], [4.113, 2.579, 5.044]],
  "mulliken_charge": [2.398, -0.738, 0.819, 0.314, -0.696, -1.099, -0.858, -0.326, -0.946, 2.908, 0.670, -1.046, -0.823, -0.975, -0.711, -0.432, 2.046, -0.624, -0.978, -1.087, -0.985, -0.548, 0.661, -0.839, -0.993, -0.962, -1.133, 0.260, 2.608, 0.923, -0.901, -0.920, -0.919, -0.608, 0.392, -0.411, -0.753, -0.956, -0.967, -0.685, 0.618, 0.658, 0.510, 0.496, 0.560, 0.479, 0.544, 0.500, 0.514, 0.205, 0.464, 0.529, 0.484, 0.595, -0.227, 0.583, 0.495, 0.490, 0.632, 0.498, 0.497, 0.451, 0.505, -0.525, 0.437, 0.518, 0.489, 0.596, -0.161, 0.715, -1.743, 0.209, 1.232, -0.815, -0.941, -0.429, 0.349, -0.946, 0.342, 0.205, -1.144, 0.705, 0.462, -0.557, -0.889, -0.689, -0.313, -0.687, 0.410, 0.400, 0.192, 0.489, 0.479, 0.354, 0.328, 0.363, -0.696, 0.570, -0.473, 0.547, 0.543, 0.471, 0.398, -0.875, 0.512, 0.366, 0.455, 0.192, 0.464, 0.224, -1.354, 0.614, -1.312, -0.104, -0.011, 0.197, -0.384, -1.265, 0.426, 0.409, 0.380, 0.491, 0.387, 0.413, -0.851, -0.387, 0.455, 0.406, 0.442, 0.422, 0.329]
}

---

# 2
{
  "formula": "C6H13NOS",
  "method": "the ωB97M-V functional and the def2-TZVPD basis",
  "multiplicity": 1,
  "smiles": "CC=C(C)C.O=C=S.N",
  "elements": ["C", "C", "C", "C", "C", "C", "N", "O", "S", "H", "H", "H", "H", "H", "H", "H", "H", "H", "H", "H", "H", "H"],
  "xyz": [[3.385, 0.578, -0.240], [1.230, -2.083, 0.647], [0.752, -0.415, -1.767], [-0.209, 1.379, -0.370], [0.650, -0.707, 0.742], [0.437, 0.015, -0.349], [-4.594, 1.284, 1.383], [3.697, 0.806, -1.351], [3.233, 0.430, 1.313], [1.685, -2.262, -0.299], [0.517, -2.884, 0.665], [1.690, -2.284, 1.619], [1.037, 0.502, -2.481], [1.371, -1.244, -1.955], [-0.147, -0.748, -2.292], [-0.897, 1.457, -1.179], [-0.687, 1.566, 0.553], [0.654, 2.058, -0.595], [0.323, -0.403, 1.778], [-5.599, 1.098, 1.119], [-4.654, 0.753, 2.323], [-3.874, 1.104, 0.737]],
  "mulliken_charge": [0.664, -1.271, -1.513, -1.476, -0.406, 1.086, -0.643, -0.370, -0.267, 0.296, 0.399, 0.368, 0.274, 0.442, 0.397, 0.367, 0.401, 0.284, 0.322, 0.224, 0.224, 0.198]
}

---

# 3
{
  "formula": "C41H52N5O3PS3SbSn",
  "method": "the ωB97M-V functional and the def2-TZVPD basis",
  "multiplicity": 2,
  "elements": ["Sn", "C", "C", "O", "P", "S", "S", "O", "C", "C", "H", "H", "H", "H", "H", "H", "H", "H", "H", "H", "C", "C", "C", "C", "C", "C", "C", "C", "C", "S", "C", "N", "H", "H", "H", "H", "H", "H", "H", "H", "N", "C", "N", "N", "C", "N", "H", "H", "H", "H", "C", "C", "C", "C", "O", "H", "H", "H", "H", "H", "H", "H", "H", "H", "C", "C", "C", "C", "C", "C", "C", "Sb", "C", "C", "C", "C", "C", "C", "C", "C", "C", "C", "C", "C", "C", "C", "H", "H", "H", "H", "H", "H", "H", "H", "H", "H", "H", "H", "H", "H", "H", "H", "H", "H", "H", "H", "H"],
  "xyz": [[-0.173, 0.200, 0.364], [-5.129, 0.081, 4.500], [-4.621, -0.520, 3.209], [-3.201, -0.730, 3.336], [-2.455, -1.814, 2.394], [-0.528, -1.583, 2.805], [-3.227, -1.727, 0.571], [-2.986, -3.239, 2.957], [-2.475, -3.837, 4.162], [-3.345, -3.485, 5.353], [-6.207, 0.245, 4.424], [-4.646, 1.039, 4.699], [-4.938, -0.586, 5.342], [-4.801, 0.150, 2.369], [-5.121, -1.467, 2.998], [-1.449, -3.513, 4.322], [-2.485, -4.912, 3.987], [-3.295, -2.413, 5.552], [-3.001, -4.025, 6.238], [-4.384, -3.757, 5.158], [-1.452, 2.362, 2.884], [0.024, 2.619, 2.876], [0.564, 3.609, 3.729], [1.911, 3.793, 3.777], [2.760, 2.974, 3.000], [4.166, 3.064, 3.078], [4.939, 2.223, 2.329], [4.339, 1.298, 1.458], [2.968, 1.196, 1.335], [2.319, 0.010, 0.231], [2.144, 2.030, 2.142], [0.787, 1.889, 2.089], [-2.008, 3.237, 3.221], [-1.664, 1.527, 3.552], [-1.800, 2.071, 1.895], [-0.108, 4.211, 4.328], [2.350, 4.554, 4.413], [4.610, 3.794, 3.745], [6.018, 2.256, 2.414], [4.956, 0.634, 0.863], [-1.768, -4.809, 0.645], [-0.506, -5.217, 0.471], [-0.198, -6.496, 0.758], [0.465, -4.470, -0.008], [0.370, -3.201, -0.264], [0.392, -2.069, -0.533], [-2.409, -5.376, 1.173], [-1.984, -3.809, 0.603], [-0.879, -7.133, 1.122], [0.749, -6.797, 0.628], [0.013, 3.968, -0.451], [-0.864, 3.070, -1.334], [-1.015, 3.731, -2.704], [-2.260, 2.942, -0.705], [-0.233, 1.801, -1.441], [-0.418, 4.970, -0.363], [1.016, 4.039, -0.879], [0.100, 3.531, 0.545], [-1.451, 4.727, -2.596], [-1.665, 3.127, -3.345], [-0.039, 3.830, -3.176], [-2.729, 3.925, -0.619], [-2.188, 2.506, 0.293], [-2.895, 2.302, -1.317], [-1.205, -2.909, -3.378], [-0.003, -2.841, -4.286], [0.290, -3.930, -5.109], [1.356, -3.905, -5.994], [2.155, -2.774, -6.082], [1.874, -1.678, -5.278], [0.807, -1.705, -4.385], [0.350, 0.114, -3.231], [1.493, 1.510, -4.402], [0.801, 2.400, -5.222], [1.467, 3.394, -5.925], [2.846, 3.487, -5.829], [3.544, 2.586, -5.039], [2.891, 1.600, -4.299], [3.707, 0.693, -3.418], [-1.655, 0.318, -3.990], [-2.631, 0.402, -2.996], [-3.968, 0.577, -3.313], [-4.340, 0.676, -4.646], [-3.382, 0.543, -5.639], [-2.033, 0.336, -5.340], [-1.088, 0.069, -6.487], [-1.487, -3.946, -3.190], [-2.061, -2.407, -3.839], [-1.019, -2.422, -2.422], [-0.342, -4.810, -5.057], [1.562, -4.767, -6.619], [2.989, -2.737, -6.773], [2.480, -0.785, -5.380], [-0.275, 2.315, -5.319], [0.907, 4.096, -6.533], [3.382, 4.258, -6.369], [4.625, 2.656, -4.978], [4.761, 0.729, -3.696], [3.373, -0.346, -3.459], [3.615, 1.006, -2.378], [-2.334, 0.317, -1.955], [-4.711, 0.637, -2.525], [-5.377, 0.840, -4.915], [-3.683, 0.591, -6.681], [-1.401, 0.612, -7.380], [-1.101, -0.999, -6.725], [-0.062, 0.337, -6.258]],
  "mulliken_charge": [1.581, -1.259, -0.329, -0.245, 0.707, -0.488, -0.470, -0.171, -0.393, -1.041, 0.391, 0.270, 0.282, 0.336, 0.418, 0.404, 0.276, 0.089, 0.430, 0.295, -0.293, 0.615, -0.925, -0.914, 1.234, -0.853, -0.732, -0.759, 1.012, -0.650, -0.937, 0.412, 0.475, 0.236, -1.028, 0.489, 0.406, 0.378, 0.384, 0.496, -0.162, 0.687, -0.402, -0.789, 0.303, 0.077, 0.236, -0.358, 0.180, 0.239, -1.762, 1.765, -1.870, -1.242, 0.688, 0.456, 0.348, 0.322, 0.538, 0.221, 0.416, 0.494, -0.029, 0.156, -1.365, 1.151, -0.649, -0.754, -0.925, -0.363, 0.935, -1.112, 1.892, -0.558, -1.031, -0.874, -0.737, 0.375, -1.277, 1.079, -1.306, -0.434, -0.975, -0.681, 0.925, -1.313, 0.451, 0.292, -0.081, 0.413, 0.381, 0.453, 0.264, 0.391, 0.447, 0.392, 0.421, 0.466, 0.201, 0.179, 0.580, 0.533, 0.329, 0.416, 0.483, 0.328, 0.012]
}

---

What did we get for ΔE to the lowest compared entry with this formula, charge and spin? Answer: 19.5; 51.2; 0.0 kcal per mole, in the order shown.